No. 1
The following is a quantum chemistry calculation of a structure of composition C30H25FeN3PS3Se2, from the Open Molecules 2025 dataset.

Structure (XYZ):
```
65
Properties=species:S:1:pos:R:3:forces:R:3
Fe -0.71810 -0.58338 -0.55205 -0.27 0.24 -2.38
C 1.00083 -3.69526 0.46487 0.07 0.00 0.04
C 1.32728 -3.23992 -0.91710 -0.01 0.00 -0.02
C 2.06566 -4.10097 -1.73109 0.00 0.01 -0.06
C 2.38767 -3.72954 -3.01509 0.02 -0.06 0.03
C 2.00905 -2.47290 -3.44703 -0.01 0.07 -0.03
C 1.30669 -1.65254 -2.58070 0.03 -0.02 0.03
N 0.92363 -2.03721 -1.35109 -0.15 0.04 0.17
C 0.94477 -0.28032 -2.99512 -0.02 -0.08 -0.07
C 1.61836 0.38763 -4.00808 -0.01 0.02 -0.06
C 1.22671 1.67083 -4.33669 -0.03 -0.03 0.05
C 0.15136 2.23219 -3.67729 -0.01 0.00 -0.08
C -0.47677 1.49851 -2.68209 -0.06 0.00 -0.06
N -0.05867 0.28567 -2.33594 0.27 0.26 0.73
C -1.66648 1.99871 -1.96059 0.00 0.06 0.08
C -2.41652 3.04005 -2.48284 0.06 0.02 -0.01
C -3.53019 3.47385 -1.78878 -0.04 0.02 0.00
C -3.85970 2.83855 -0.61351 0.02 0.04 -0.03
C -3.08534 1.76978 -0.16209 0.01 -0.03 -0.03
C -3.51594 1.04888 1.07200 0.04 0.11 0.06
N -1.99779 1.36073 -0.82686 -0.04 -0.27 0.16
H 1.84670 -4.24103 0.88663 0.02 0.01 -0.02
H 0.13470 -4.35721 0.43633 0.03 0.00 0.02
H 0.75999 -2.85722 1.10131 -0.05 0.02 0.02
H 2.36148 -5.06413 -1.33811 -0.02 0.00 0.02
H 2.93211 -4.39960 -3.66806 -0.01 0.00 -0.01
H 2.23379 -2.14176 -4.44954 0.01 0.00 0.00
H 2.46290 -0.06886 -4.50108 0.01 -0.01 0.03
H 1.76276 2.23126 -5.09113 0.00 0.00 0.00
H -0.16411 3.24039 -3.89859 0.01 -0.01 -0.01
H -2.14732 3.48709 -3.42775 -0.01 0.01 0.02
H -4.13497 4.28599 -2.17183 0.00 0.00 0.01
H -4.72566 3.13950 -0.03916 0.00 -0.02 0.02
H -3.73885 1.75993 1.86919 -0.02 0.03 -0.01
H -2.74858 0.36542 1.40197 0.02 -0.01 0.08
H -4.41205 0.46188 0.86230 0.03 -0.03 0.00
S -2.94507 -4.30920 -3.14288 0.05 0.06 -0.04
C -2.51128 -3.12330 -2.05123 -0.26 -0.22 0.12
S -2.32830 -1.47364 -2.38507 0.56 0.11 0.53
S -2.28256 -3.73157 -0.41982 0.03 0.05 -0.19
Se -1.94120 -1.98452 0.88167 -0.30 -0.27 0.94
P 0.76384 0.62702 0.76991 0.13 -0.12 0.15
Se 2.05998 1.89106 -0.42480 0.12 0.12 0.00
C -0.00682 1.71002 2.06665 -0.06 -0.07 -0.04
C -0.76314 1.13442 3.08763 -0.09 0.00 -0.01
C -1.31984 1.91266 4.09060 -0.02 -0.01 -0.02
C -1.14327 3.29030 4.07990 0.01 0.01 -0.01
C -0.40141 3.87365 3.06381 -0.02 -0.01 0.00
C 0.16842 3.08807 2.06831 -0.08 0.05 -0.04
C 1.85282 -0.32672 1.93321 -0.07 0.01 -0.02
C 1.28666 -1.25570 2.80607 0.03 -0.06 0.03
C 2.06706 -1.93293 3.73157 -0.01 0.02 -0.01
C 3.43419 -1.69926 3.79194 0.01 0.00 0.00
C 4.00879 -0.78712 2.91915 -0.01 -0.01 0.00
C 3.22297 -0.10349 1.99927 0.05 -0.05 -0.03
H -0.92705 0.06313 3.10203 -0.07 0.11 0.01
H -1.89632 1.44082 4.87740 -0.01 0.01 -0.01
H -1.58232 3.90293 4.85819 0.00 0.00 0.01
H -0.25728 4.94754 3.04573 0.00 0.00 0.00
H 0.75915 3.53893 1.27979 0.02 -0.02 0.00
H 0.22699 -1.47777 2.74612 0.09 -0.08 -0.03
H 1.60421 -2.65090 4.39801 0.00 -0.01 0.00
H 4.04756 -2.23001 4.51033 0.00 0.00 0.00
H 5.07588 -0.60142 2.95301 0.00 0.00 0.00
H 3.66793 0.61201 1.31818 -0.02 0.01 0.00
```
Forces are in eV/Å.

Computed properties:
- highest occupied orbital energy (alpha / beta) (eV) = -3.897 / -3.915
- energy relative to the best compared isomer or geometry (same formula, charge and spin) (kJ/mol) = 90.9
- E_LUMO (alpha / beta) (eV) = 2.1 / 2.1
- energy (Ha) = -8925.15236
- total charge = -1

No. 2
The following is a quantum chemistry calculation of a cluster of 2 separate species, C7H10N3O in total, from the Open Molecules 2025 dataset.

Structure (XYZ):
```
21
Properties=species:S:1:pos:R:3:forces:R:3
C -3.02002 1.55268 -0.00384 0.78 -0.21 -0.07
C -1.76810 1.06122 -0.11234 -0.07 0.86 -0.01
C -3.29204 -0.57722 0.04352 0.01 -0.22 -0.01
C -0.93637 -1.21025 -0.08080 4.00 -0.57 0.48
C 2.11154 1.05663 0.49497 0.18 -0.10 0.02
C 2.13317 0.63495 -0.96562 0.15 -0.02 0.01
C 1.46964 -0.19895 0.05735 -2.56 -0.73 -0.36
N -3.92561 0.51752 0.09368 -0.85 -0.20 0.06
N -1.88942 -0.33236 -0.08655 -0.96 0.26 -0.03
N 2.03383 -1.51922 0.41370 0.11 -0.05 -0.06
O -0.64384 -2.35328 -0.02996 -0.95 0.97 -0.14
H -3.35715 2.56918 0.01886 0.09 0.22 -0.03
H -0.81130 1.52926 -0.20852 0.18 -0.01 0.00
H -3.69427 -1.56812 0.09729 0.03 -0.33 0.00
H 3.03661 1.00104 1.05471 0.13 -0.03 -0.02
H 1.50257 1.89932 0.78027 -0.17 0.02 0.05
H 1.53227 1.18904 -1.67155 -0.13 -0.02 0.01
H 3.07361 0.30457 -1.39111 0.12 -0.02 0.08
H 1.29603 -2.23853 0.22830 0.35 0.25 0.11
H 2.27900 -1.55740 1.41307 -0.10 -0.09 -0.35
H 2.86984 -1.76007 -0.14541 -0.34 0.01 0.27
```
Forces are in eV/Å.

Computed properties:
- highest occupied orbital energy (alpha / beta) (eV) = -12.593 / -12.502
- energy relative to the best compared isomer or geometry (same formula, charge and spin) (kJ/mol) = 481.1
- E_LUMO (alpha / beta) (eV) = -4.4 / -4.5
- energy (Ha) = -511.84327
- total charge = +1

No. 3
The following is a quantum chemistry calculation of a structure of composition C7H11N, from the Open Molecules 2025 dataset.

Structure (XYZ):
```
19
Properties=species:S:1:pos:R:3:forces:R:3
C 1.95774 0.56053 0.00773 1.18 1.15 2.04
C 0.88722 -0.59250 0.08693 -0.89 4.61 1.71
C -0.19961 -0.76441 -0.94825 4.76 3.49 -4.19
C -0.43943 -0.75251 1.02461 1.92 -0.06 -5.74
C -1.40488 0.23397 0.63771 -3.80 2.67 0.15
C -0.94075 1.55103 -0.06765 2.05 0.99 4.78
C -1.15939 0.33939 -0.81231 0.84 0.34 0.46
H 2.06440 0.99717 -0.98073 -0.17 -0.21 -0.26
H 2.81246 -0.09404 0.23059 0.67 1.17 -0.33
H 2.10958 1.52390 0.73105 -0.98 -2.49 -1.31
H 1.59294 -1.35244 0.17932 -0.18 -2.39 0.02
H 0.24249 -0.86448 -1.95731 -0.88 -0.85 0.09
H -0.09774 -2.36311 -0.00626 0.36 -2.07 -0.36
H -0.55468 -1.06298 1.95238 0.19 -2.04 4.30
H -2.43216 0.05583 1.06669 1.13 0.51 -0.73
H -1.79684 2.29850 -0.16592 1.94 -0.56 0.43
H 0.11868 1.58603 0.66484 -3.18 1.47 -3.19
H -1.95816 0.39671 -1.43482 -2.15 -0.20 -1.97
N -0.80187 -1.69660 -0.20861 -2.81 -5.52 4.10
```
Forces are in eV/Å.

Computed properties:
- highest occupied orbital energy (eV) = -8.729
- energy relative to the best compared isomer or geometry (same formula, charge and spin) (kJ/mol) = 664.7
- E_LUMO (eV) = 1.0
- energy (Ha) = -327.83482
- total charge = 0

No. 4
The following is a quantum chemistry calculation of a structure of composition C31H29N3O4PS3SbTeW, from the Open Molecules 2025 dataset.

Structure (XYZ):
```
74
Properties=species:S:1:pos:R:3:forces:R:3
W 0.53700 1.78414 -1.48914 -0.39 0.21 -0.77
O 0.71669 0.48826 -0.15684 -1.13 -0.34 -0.21
N 1.17631 2.88736 0.94516 -0.26 -0.37 -0.28
C 2.12833 2.90825 1.86801 0.14 0.21 -0.03
C 1.85908 3.11681 3.21009 -0.02 0.04 -0.07
C 0.53771 3.31713 3.59032 0.02 -0.04 0.02
C -0.45853 3.27016 2.63428 -0.03 0.05 -0.06
C -0.09677 3.02573 1.31097 -0.13 0.02 -0.05
S -1.27240 2.78443 0.01054 0.17 -0.77 0.12
H 3.13995 2.76536 1.50367 0.00 -0.07 -0.01
H 2.66256 3.11228 3.93347 0.00 0.02 0.01
H 0.28478 3.48086 4.63051 0.00 0.00 0.00
H -1.50214 3.39013 2.89120 0.00 -0.02 0.01
S -0.64275 2.49305 -3.55918 0.18 0.15 0.34
C -1.40857 1.22624 -2.62190 -0.29 0.46 -1.01
S -0.48460 -0.24721 -2.64770 -0.14 0.09 0.92
C -2.83030 1.17427 -2.43049 -0.31 0.12 0.67
C -3.64331 2.34518 -2.43685 0.26 -0.27 -0.08
N -4.33051 3.27476 -2.43112 0.00 -0.02 0.04
C -3.49947 -0.06733 -2.30109 0.17 0.06 -0.12
N -4.02773 -1.09524 -2.19666 0.07 0.11 -0.13
C 4.42300 1.95184 -4.64708 -0.03 -0.03 -0.09
C 4.81247 2.31599 -3.23155 0.05 -0.06 0.20
O 4.66575 1.20331 -2.33719 0.11 0.04 -0.36
P 3.24606 1.01582 -1.52639 0.26 0.23 -0.44
O 2.15185 1.22757 -2.67886 0.15 -0.40 1.07
Te 1.42703 4.30085 -1.85466 0.12 0.64 -0.15
O 3.33875 -0.59150 -1.34090 0.11 -0.10 0.16
C 3.55006 -1.46084 -2.45755 -0.11 0.03 0.03
C 2.83616 -2.76273 -2.17074 -0.04 -0.06 -0.02
H 4.67405 2.77231 -5.32374 0.01 0.00 0.00
H 3.35406 1.75830 -4.71567 -0.01 0.00 0.03
H 4.96102 1.05717 -4.96842 0.02 0.03 0.00
H 4.22021 3.16362 -2.87506 -0.05 0.02 -0.03
H 5.86591 2.60231 -3.18798 0.00 -0.02 0.04
H 4.62456 -1.61251 -2.58326 0.01 0.00 0.00
H 3.16252 -0.99409 -3.36615 -0.02 -0.01 0.00
H 3.20885 -3.21314 -1.24944 0.03 0.00 0.00
H 2.98763 -3.46829 -2.99093 -0.01 -0.01 0.01
H 1.76348 -2.59747 -2.04912 0.01 0.03 -0.02
C -0.24469 -5.10877 -0.35745 -0.04 0.01 -0.01
C 0.29215 -4.44976 0.73620 0.02 0.04 -0.01
C 0.06357 -3.08932 0.91692 0.03 0.02 0.05
C -0.69311 -2.37615 -0.00494 -0.17 -0.22 -0.27
C -1.23691 -3.04814 -1.10037 -0.02 -0.03 0.04
C -1.01623 -4.40554 -1.27448 0.05 -0.01 0.02
Sb -1.15543 -0.30957 0.22292 2.02 -0.32 0.48
C -0.48658 -0.13324 2.24216 -0.12 0.10 0.29
C 0.86881 -0.26463 2.55298 -0.04 0.06 0.06
C 1.29242 -0.26597 3.87442 -0.04 -0.03 -0.01
C 0.37419 -0.11302 4.90493 0.03 0.03 -0.01
C -0.96959 0.04562 4.60647 -0.03 0.00 -0.01
C -1.39614 0.03270 3.28315 0.01 -0.08 0.06
C -3.19996 -0.45254 0.72115 -0.80 0.47 -0.56
C -3.67786 -1.69512 1.11635 0.19 0.06 0.00
C -5.02467 -1.83614 1.41402 -0.04 0.03 0.07
C -5.88343 -0.75177 1.30437 0.00 -0.04 -0.01
C -5.39665 0.48600 0.91316 0.00 -0.01 0.07
C -4.05084 0.63818 0.61363 0.04 0.00 0.18
H -0.07087 -6.16913 -0.49185 0.02 0.00 -0.02
H 0.89514 -4.98952 1.45564 0.00 0.00 0.01
H 0.48323 -2.60014 1.78526 -0.01 0.02 0.00
H -1.84912 -2.51604 -1.81911 -0.01 0.01 0.01
H -1.44311 -4.91132 -2.13096 -0.02 -0.01 0.00
H 1.59555 -0.35614 1.75710 0.02 -0.01 -0.03
H 2.34589 -0.38553 4.09625 0.01 0.03 0.01
H 0.70783 -0.10595 5.93548 0.00 -0.01 0.01
H -1.69297 0.17539 5.40219 -0.01 0.01 0.01
H -2.45332 0.14823 3.07537 0.01 0.01 -0.03
H -3.01792 -2.54925 1.19535 0.02 -0.03 -0.06
H -5.40362 -2.80245 1.72050 0.00 -0.02 -0.01
H -6.93821 -0.87761 1.51324 -0.01 0.00 0.01
H -6.06413 1.33279 0.82340 0.01 0.02 -0.03
H -3.67222 1.60070 0.29396 -0.03 -0.04 -0.03
```
Forces are in eV/Å.

Computed properties:
- highest occupied orbital energy (alpha / beta) (eV) = -4.212 / -4.076
- energy relative to the best compared isomer or geometry (same formula, charge and spin) (kJ/mol) = 270.2
- <S²> = 0.770
- E_LUMO (alpha / beta) (eV) = 0.8 / 0.8
- energy (Ha) = -3775.29056
- multiplicity = 2
- total charge = -1